Entry 1:
C22H10AlCl5N2PS4 as an isolated structure, computed with ωB97M-V/def2-TZVPD.

HOMO energy, eV: -6.031
Charge: -1
HOMO-LUMO gap, eV: 8.09
LUMO level, hartree: 0.0758
E, Ha: -5431.70007
2S+1: 1

```
45
C22H10AlCl5N2PS4, DFT ωB97M-V/def2-TZVPD
Al 0.650 -1.149 0.682
S -1.569 -1.292 0.207
C -1.312 0.363 -0.264
S 0.317 0.968 -0.060
C -2.308 1.151 -0.784
C -3.631 0.650 -0.968
N -4.701 0.252 -1.117
C -2.045 2.495 -1.186
N -1.827 3.578 -1.512
Cl 0.888 -1.376 2.825
C 3.358 -2.348 0.398
C 2.075 -2.288 -0.172
C 1.812 -3.203 -1.190
Cl 0.331 -3.077 -2.086
C 2.724 -4.183 -1.577
Cl 2.370 -5.259 -2.874
C 3.929 -4.298 -0.896
Cl 5.041 -5.544 -1.312
C 4.245 -3.381 0.102
Cl 5.742 -3.534 0.937
S 7.182 -0.214 1.073
P 5.392 -0.031 0.340
S 3.863 -1.017 1.490
C 4.837 1.697 0.278
C 3.495 2.050 0.329
C 3.108 3.375 0.202
C 4.072 4.358 0.030
C 5.418 4.014 -0.006
C 5.803 2.689 0.120
C 5.201 -0.674 -1.347
C 6.191 -1.499 -1.870
C 6.032 -2.061 -3.129
C 4.884 -1.804 -3.864
C 3.897 -0.972 -3.349
C 4.054 -0.407 -2.094
H 2.748 1.288 0.486
H 2.057 3.629 0.243
H 3.775 5.394 -0.066
H 6.172 4.781 -0.128
H 6.850 2.411 0.110
H 7.076 -1.699 -1.279
H 6.802 -2.708 -3.529
H 4.752 -2.257 -4.839
H 2.996 -0.776 -3.915
H 3.271 0.228 -1.694
```

Entry 2:
A 3-piece molecular cluster, CH5PS overall in a non-equilibrium geometry, computed with ωB97M-V/def2-TZVPD.

HOMO energy, eV: -8.726
HOMO-LUMO gap, eV: 7.45
LUMO level, hartree: -0.0469
E, Ha: -780.54351
2S+1: 1

```
8
CH5PS, DFT ωB97M-V/def2-TZVPD
C -0.747 -0.551 -0.304
P 0.283 0.693 -1.337
S 2.113 0.064 -1.218
H -1.737 -0.489 -0.771
H -0.139 -1.428 -0.516
H -0.751 -0.383 0.715
H 1.000 1.022 1.657
H -0.022 1.072 1.775
```

Entry 3:
C44H43FN2O4SiW as an isolated structure, computed with ωB97M-V/def2-TZVPD.

HOMO energy (alpha / beta), eV: -6.660 / -7.545
HOMO-LUMO gap (alpha / beta), eV: 7.02 / 7.51
LUMO level (alpha / beta), hartree: 0.0131 / -0.0011
E, Ha: -2569.58638
2S+1: 3

```
96
C44H43FN2O4SiW, DFT ωB97M-V/def2-TZVPD
W 0.188 -0.050 0.159
O -1.007 1.332 0.874
C -1.268 2.634 0.406
C -0.307 2.988 -0.742
C -0.479 2.130 -1.959
C -0.894 2.701 -3.149
C -1.013 1.910 -4.276
C -0.722 0.565 -4.177
C -0.335 0.026 -2.955
C -0.132 -1.469 -2.887
C 1.010 -2.022 -2.020
O 0.725 -1.736 -0.673
C 0.985 -3.547 -2.181
C 0.125 -4.294 -1.382
C 0.040 -5.669 -1.537
C 0.811 -6.315 -2.494
C 1.669 -5.576 -3.293
C 1.756 -4.199 -3.136
C 2.377 -1.456 -2.379
C 2.656 -0.827 -3.584
C 3.929 -0.341 -3.852
C 4.941 -0.486 -2.918
C 4.673 -1.122 -1.713
C 3.402 -1.603 -1.447
N -0.213 0.810 -1.868
C -2.704 2.748 -0.095
C -3.541 1.646 -0.150
C -4.834 1.771 -0.650
C -5.299 2.993 -1.099
C -4.469 4.108 -1.031
C -3.186 3.984 -0.529
C -1.070 3.552 1.616
C -1.814 3.258 2.759
C -1.669 4.010 3.909
C -0.776 5.076 3.938
C -0.036 5.377 2.809
C -0.181 4.616 1.652
H 0.717 2.899 -0.387
H -0.457 4.023 -1.045
H -1.114 3.759 -3.174
H -1.326 2.337 -5.220
H -0.799 -0.090 -5.034
H -0.023 -1.828 -3.912
H -1.051 -1.926 -2.510
H -0.460 -3.795 -0.620
H -0.628 -6.240 -0.903
H 0.746 -7.389 -2.611
H 2.282 -6.069 -4.037
H 2.440 -3.633 -3.756
H 1.883 -0.694 -4.332
H 4.122 0.161 -4.792
H 5.934 -0.105 -3.125
H 5.460 -1.248 -0.979
H 3.190 -2.095 -0.505
H -3.193 0.689 0.213
H -5.480 0.901 -0.683
H -6.305 3.085 -1.490
H -4.829 5.075 -1.360
H -2.556 4.864 -0.449
H -2.502 2.421 2.738
H -2.251 3.767 4.789
H -0.660 5.665 4.839
H 0.663 6.204 2.821
H 0.415 4.872 0.786
C 2.690 -0.588 2.794
Si 1.034 -1.303 3.289
C 1.322 -3.133 3.624
C 0.529 -0.396 4.860
N -0.136 -1.093 2.004
C -1.383 -1.646 2.136
C -1.927 -2.257 3.286
C -3.204 -2.792 3.303
C -4.031 -2.760 2.188
C -3.546 -2.170 1.028
C -2.279 -1.658 1.062
F -1.796 -1.068 -0.115
H 3.376 -0.825 3.615
H 2.669 0.493 2.668
H 3.095 -1.021 1.878
H 2.188 -3.266 4.278
H 1.535 -3.642 2.680
H 0.476 -3.640 4.089
H 1.401 -0.314 5.516
H -0.270 -0.865 5.435
H 0.209 0.619 4.611
H -1.338 -2.307 4.191
H -3.560 -3.244 4.221
H -5.027 -3.178 2.214
H -4.123 -2.105 0.114
C 4.102 1.677 0.230
C 2.773 1.483 -0.442
O 2.490 1.913 -1.532
O 1.925 0.787 0.330
H 4.792 2.176 -0.444
H 4.500 0.713 0.544
H 3.958 2.274 1.132
```

Entry 4:
CHF3O2 as an isolated structure in a non-equilibrium geometry, computed with ωB97M-V/def2-TZVPD.

HOMO energy, eV: -10.814
HOMO-LUMO gap, eV: 11.56
LUMO level, hartree: 0.0275
E, Ha: -488.64681
2S+1: 1

```
7
CHF3O2, DFT ωB97M-V/def2-TZVPD
C -0.924 2.209 -0.912
O -0.098 0.066 0.192
O -1.216 0.875 0.258
F -2.188 2.422 -1.287
F -0.150 1.769 -1.905
F -0.372 3.190 -0.348
H -0.337 -0.559 -0.474
```